Record 1
The following is a DFT calculation (ωB97M-V with the def2-TZVPD basis set) of a cluster of 7 separate species, C29H54ClIO10 in total.

Element x y z (Å)
I (1.17649, 4.36325, -3.82339)
Cl (-1.71265, 2.40506, -4.14793)
O (4.78009, -0.43990, -0.89968)
O (1.58540, 1.42097, -3.78650)
O (6.37220, 3.91751, -0.68922)
O (3.47428, 2.43187, -3.12996)
O (-4.60065, 5.02286, -1.50638)
O (0.06205, 1.14853, 0.85529)
O (-4.19965, -5.78950, 1.57860)
O (-4.12699, -5.92290, 5.79445)
O (3.38340, 1.47309, -5.16747)
O (-3.00649, -1.48402, -1.34435)
C (-4.91307, -7.34625, 3.22814)
C (4.29126, 0.88846, -0.85302)
C (-1.24292, 1.54782, -2.64111)
C (-0.72666, -0.94734, 1.64106)
C (1.23382, 2.36758, -2.78626)
C (-2.85466, -2.55483, -0.79872)
C (-3.92023, 7.11633, -2.40421)
C (7.10255, 0.17064, -0.35981)
C (0.00400, 2.10505, -1.95505)
C (-4.40494, 5.06716, -3.87688)
C (-4.33764, 5.66717, -2.49462)
C (-4.03127, -6.86540, 2.10850)
C (2.87830, 1.75187, -4.13968)
C (-1.74834, -3.49618, -1.21500)
C (0.21249, 0.22963, 1.63060)
C (6.78452, 4.58249, -1.61253)
C (2.67278, 3.37192, -0.90757)
C (-3.74860, -3.02177, 0.31764)
C (2.86443, 0.94032, -1.40976)
C (7.36654, 5.95726, -1.39116)
C (-4.31682, -5.97109, 8.16493)
C (1.34695, 0.21502, 2.62391)
C (6.74126, 4.08294, -3.03534)
C (6.12329, -0.49144, -1.33274)
C (-2.43105, 1.60259, -1.67590)
C (-2.91771, -7.78856, 1.67501)
C (-4.72137, -5.54092, 6.77631)
C (-5.90436, -4.61080, 6.66745)
C (2.56382, 2.32833, -1.99764)
H (6.78871, 6.69975, -1.94352)
H (-5.40886, -8.27515, 2.93586)
H (-6.09044, -4.37806, 5.62150)
H (7.74978, 4.03687, -3.44989)
H (-6.79086, -5.08222, 7.09454)
H (1.91851, 3.12268, -0.15846)
H (2.48183, 4.37838, -1.27817)
H (-4.31719, -7.52224, 4.11888)
H (-1.17355, -3.05109, -2.02477)
H (1.97973, -0.65817, 2.45571)
H (-5.70406, -3.68571, 7.20994)
H (-3.90929, 7.42719, -1.36210)
H (-2.24724, -7.98187, 2.51364)
H (-4.24231, -3.94933, 0.04028)
H (-2.17414, -4.44191, -1.55303)
H (-5.14214, -6.49430, 8.65021)
H (-4.05493, -5.09805, 8.76443)
H (-2.35565, -7.32860, 0.86508)
H (4.25844, 1.21506, 0.19439)
H (7.33958, 6.19819, -0.33101)
H (-2.10107, 1.49710, -0.64295)
H (-2.95353, 2.55510, -1.79199)
H (4.95150, 1.59341, -1.36441)
H (7.63583, -0.58174, 0.22518)
H (8.39981, 5.98620, -1.74031)
H (-5.66393, -6.59228, 3.44620)
H (-3.15608, 0.82841, -1.91635)
H (6.29887, 3.08923, -3.05723)
H (-0.19582, 3.00808, -1.38028)
H (-3.45768, -6.63496, 8.10519)
H (0.31502, 1.33651, -1.24555)
H (-4.70932, 4.02563, -3.80652)
H (-3.33171, -8.73735, 1.33061)
H (-3.42300, 5.11715, -4.35007)
H (3.65315, 3.37915, -0.43070)
H (2.74704, 0.14248, -2.14147)
H (0.95224, 0.17203, 3.64004)
H (6.60585, 0.84317, 0.33765)
H (-4.62042, 7.74286, -2.95908)
H (-1.09703, 0.50699, -2.92230)
H (-1.20328, -1.03691, 2.61866)
H (1.94462, 1.11699, 2.51030)
H (-3.16152, -3.20112, 1.21885)
H (-1.49125, -0.80534, 0.87972)
H (-0.17271, -1.86498, 1.43457)
H (-2.92285, 7.24372, -2.82817)
H (6.38088, -1.54862, -1.42328)
H (-5.12588, 5.61190, -4.48924)
H (-1.08768, -3.69450, -0.36947)
H (6.23159, -0.06968, -2.33999)
H (7.87037, 0.74353, -0.88357)
H (-4.49856, -2.25999, 0.52246)
H (6.13531, 4.75161, -3.64858)
H (2.19144, 0.69996, -0.58146)

Values from the calculation:
structure (SMILES) = CCOCC[C@@]1(C)OC(=O)O[C@@]1(I)C[C@@H](C)Cl.CC(C)=O.CC(C)=O.CC(C)=O.CC(C)=O.CC(C)=O.CC(C)=O
LUMO energy = 0.4 eV
DFT total energy = -72046.7882 eV
HOMO-LUMO gap = 9.195 eV

Record 2
The following is a DFT calculation (ωB97M-V with the def2-TZVPD basis set) of a structure of composition C29H54N3OP2Pb.

Element x y z (Å)
Pb (-0.61442, 0.57720, 1.39514)
P (-3.12357, -0.91736, 0.65977)
P (3.39002, 0.37076, -0.03322)
O (-0.49334, 4.04987, 3.29034)
N (0.39279, 1.76294, -0.20875)
N (-0.23280, -1.36841, 3.68602)
N (-0.33371, -1.22419, -0.58146)
C (0.42079, 1.72842, -2.64556)
C (1.48492, -2.49654, -1.49817)
C (-1.19084, -2.20527, -0.95931)
C (-0.74927, -3.33861, -1.64891)
C (1.40942, 1.49226, -3.78334)
C (-3.74158, -2.35562, 1.72904)
C (4.53678, 1.38447, -1.13888)
C (0.86240, 1.17028, -1.23524)
C (5.97869, 1.42869, -0.58867)
C (-4.28769, 0.87349, -1.26683)
C (-2.68645, -1.92284, -0.82793)
C (3.71369, 0.46730, 1.83743)
C (4.00020, 2.82522, -1.20247)
C (-4.96148, -3.10312, 1.15834)
C (4.84434, -0.57514, 1.96190)
C (-5.87939, -0.15137, 0.33851)
C (-4.10503, -1.78414, 3.10773)
C (0.20990, 3.23380, -2.49753)
C (2.51477, 0.03991, 2.70613)
C (4.65700, 0.79460, -2.56646)
C (-4.45659, 0.39395, 0.18245)
C (-0.62017, 3.03808, 2.77084)
C (-4.24801, 1.59150, 1.13437)
C (1.72916, 0.00612, -1.21784)
C (-2.58462, -3.36810, 1.86251)
C (0.61737, -3.51836, -1.86731)
C (4.10384, 1.87521, 2.30158)
C (0.93548, -1.28534, -1.05429)
C (-0.85884, 1.02194, -3.07557)
H (2.99190, 2.89428, -1.62954)
H (0.22755, -0.92703, 4.48573)
H (-1.63630, -2.89169, 2.14664)
H (-5.06185, -4.04144, 1.72570)
H (2.56865, -2.56499, -1.60445)
H (-3.24062, -2.87751, -0.86107)
H (-3.29396, 1.29510, -1.45973)
H (0.98480, 1.93762, -4.69435)
H (4.97270, 2.30333, 1.78732)
H (-0.23094, 3.67630, -3.39635)
H (3.26146, 2.57423, 2.19545)
H (2.38118, 1.97391, -3.62731)
H (0.34640, -2.17613, 3.44113)
H (1.16829, 3.73342, -2.31866)
H (5.78072, -0.25453, 1.48419)
H (-2.85013, -4.08728, 2.65265)
H (3.97568, 3.28237, -0.20495)
H (6.06449, 1.97291, 0.35879)
H (3.70271, 0.55295, -3.05467)
H (-1.65435, 1.13573, -2.33050)
H (1.00040, -4.42036, -2.34048)
H (1.81480, 0.87620, 2.87342)
H (-4.93602, -1.06578, 3.04681)
H (-4.37582, 1.29784, 2.18690)
H (5.05835, -0.78356, 3.01883)
H (-4.87080, -3.37353, 0.09878)
H (4.34866, 1.80985, 3.37617)
H (-1.21168, 1.44898, -4.02097)
H (-2.42511, -3.94197, 0.93977)
H (-4.99690, 2.36231, 0.89671)
H (-5.01544, 1.68005, -1.44426)
H (6.39772, 0.41657, -0.48070)
H (-3.00833, -1.33244, -1.70946)
H (-3.25071, 2.04765, 1.01705)
H (-0.67691, -0.05568, -3.21125)
H (-0.44028, 3.45090, -1.64423)
H (1.96710, -0.80837, 2.27829)
H (1.55908, 0.42380, -3.99578)
H (-5.89605, -2.54947, 1.29687)
H (-3.24927, -1.28848, 3.59177)
H (-4.42597, -2.62528, 3.74054)
H (4.67644, 3.42537, -1.83364)
H (4.53934, -1.52193, 1.49027)
H (-4.49871, 0.08292, -2.00056)
H (5.27063, -0.11625, -2.55329)
H (2.89113, -0.26145, 3.69982)
H (-6.57817, 0.63685, 0.01552)
H (-6.05981, -1.02704, -0.30008)
H (5.16289, 1.51930, -3.22192)
H (-6.12501, -0.39062, 1.38152)
H (6.59165, 1.96607, -1.33479)
H (2.29892, -0.13767, -2.15547)
H (-1.50038, -4.02757, -2.05376)
H (-1.12792, -1.74027, 4.03122)

Values from the calculation:
ΔE to the lowest compared entry with this formula, charge and spin = 78.65 kJ/mol
net charge = +3
LUMO energy (alpha / beta) = -10.6 / -10.9 eV
DFT total energy = -61264.2350 eV
HOMO-LUMO gap (alpha / beta) = 6.233 / 5.982 eV

> Among the records above, which one has the lowest DFT total energy?

C29H54ClIO10